No. 1
{"formula": "C26H72MgN5O8", "method": "ωB97M-V/def2-TZVPD", "charge": 2, "spin_multiplicity": 2, "e_tot_ha": -2108.88765, "s2": 0.754, "gap_ha": [0.27824, 0.06926], "elements": ["Mg", "C", "C", "O", "H", "H", "H", "H", "H", "C", "C", "O", "H", "H", "H", "H", "H", "H", "C", "C", "O", "H", "H", "H", "H", "H", "H", "C", "C", "C", "O", "C", "N", "H", "H", "H", "H", "H", "H", "H", "H", "H", "H", "H", "C", "C", "C", "O", "C", "N", "H", "H", "H", "H", "H", "H", "H", "H", "H", "H", "H", "C", "C", "C", "O", "C", "N", "H", "H", "H", "H", "H", "H", "H", "H", "H", "H", "H", "C", "C", "C", "O", "C", "N", "H", "H", "H", "H", "H", "H", "H", "H", "H", "H", "H", "C", "C", "C", "O", "C", "N", "H", "H", "H", "H", "H", "H", "H", "H", "H", "H", "H"], "coordinates": [[1.8507, -3.2548, 7.3262], [-1.1924, -0.0849, 7.3444], [0.2460, -0.4511, 6.9767], [0.4474, -1.8239, 7.0764], [-1.3713, 0.9876, 7.2678], [-1.4037, -0.4043, 8.3649], [-1.8586, -0.4790, 6.5770], [0.8770, 0.1234, 7.6549], [0.4329, -0.0011, 6.0017], [-0.3319, 3.7858, 7.6441], [-1.2972, 3.8144, 8.7540], [-0.6789, 4.1111, 10.0086], [0.3359, 2.9324, 7.7616], [0.3402, 4.6432, 7.6111], [-0.7662, 3.7106, 6.6472], [-1.7555, 2.8352, 8.8927], [-2.0529, 4.5805, 8.5805], [-1.2772, 3.8332, 10.7060], [-4.1451, -2.0412, 9.3697], [-5.4332, -2.6887, 8.8265], [-6.5290, -2.3860, 9.6484], [-3.3354, -2.2574, 8.6728], [-3.7777, -2.3218, 10.3568], [-4.2166, -0.9549, 9.3154], [-5.2328, -3.7586, 8.8828], [-5.6359, -2.5131, 7.7700], [-7.2820, -2.4620, 9.0578], [-2.7424, -3.4064, -0.0333], [-2.1432, -2.0931, 0.5494], [-1.4325, -2.2865, 1.8851], [-2.3320, -2.7456, 2.9320], [-1.9043, -2.8175, 4.2361], [-1.1284, -1.4568, -0.3546], [-2.0001, -4.1813, -0.2243], [-3.2842, -3.1784, -0.9513], [-3.5268, -3.7594, 0.6362], [-2.9709, -1.3880, 0.6257], [-0.9790, -1.3450, 2.1949], [-0.7033, -3.0888, 1.7717], [-1.3429, -1.9242, 4.5100], [-1.3081, -3.7269, 4.3114], [-2.7047, -3.1338, 4.9050], [-1.6490, -1.3252, -1.2100], [-0.9770, -0.5108, -0.0347], [-2.1771, 0.0757, 15.0756], [-3.2192, -0.0323, 13.9613], [-2.6180, -0.3933, 12.5819], [-1.7255, 0.6799, 12.2487], [-1.1975, 0.5713, 10.9710], [-4.2246, -1.0325, 14.4785], [-2.6522, 0.2210, 16.0458], [-1.3793, 0.7990, 14.9069], [-1.6647, -0.8789, 15.1952], [-3.7894, 0.8872, 13.8288], [-3.3871, -0.4567, 11.8122], [-2.1375, -1.3717, 12.5740], [-0.7083, -0.3879, 10.8015], [-0.4385, 1.3446, 10.8524], [-2.0207, 0.6698, 10.2634], [-3.7790, -1.9336, 14.3806], [-5.0130, -1.0528, 13.8475], [0.1510, -3.4223, 10.9288], [1.3389, -2.5679, 10.3232], [2.3710, -2.2761, 11.4940], [3.5282, -1.5641, 11.0045], [3.3505, -0.1820, 10.6635], [2.0887, -3.3134, 9.3708], [0.5026, -4.4267, 11.1650], [-0.6501, -3.4463, 10.1900], [-0.2700, -2.9983, 11.8405], [0.9821, -1.6618, 9.8336], [2.8064, -3.2005, 11.8733], [1.9502, -1.8159, 12.3880], [2.9648, -0.0571, 9.6517], [4.4070, 0.0861, 10.6754], [2.7625, 0.3663, 11.3995], [2.9583, -2.8154, 9.4973], [2.1921, -4.1653, 9.9033], [1.7936, -7.3282, 6.4423], [2.1626, -5.8232, 6.5505], [1.9181, -5.1914, 5.1525], [1.7808, -3.7803, 5.3688], [1.7471, -3.0239, 4.1588], [1.2843, -5.1853, 7.5277], [1.6726, -7.8749, 7.3776], [2.5983, -7.8176, 5.8935], [0.8745, -7.4723, 5.8744], [3.2130, -5.7687, 6.8364], [1.0145, -5.5307, 4.6459], [2.7473, -5.4630, 4.4991], [2.7028, -3.0333, 3.6349], [1.5853, -1.9865, 4.4515], [0.9078, -3.3615, 3.5507], [0.3801, -5.6302, 7.4594], [1.4315, -5.6827, 8.3943], [0.9467, 5.2902, 1.2187], [-0.1423, 4.9997, 2.3036], [0.5157, 4.3780, 3.6006], [0.9751, 3.1148, 3.2519], [1.3663, 2.3044, 4.3797], [-0.7239, 6.2741, 2.7023], [0.7117, 6.0102, 0.4348], [1.2193, 4.3973, 0.6562], [1.8812, 5.7413, 1.5523], [-0.9315, 4.3220, 1.9781], [-0.2570, 4.2823, 4.3635], [1.3456, 4.9623, 3.9979], [2.0874, 2.8847, 4.9553], [1.7614, 1.3307, 4.0899], [0.4871, 2.1142, 4.9953], [-1.3140, 6.2233, 3.5204], [-1.3443, 6.6705, 2.0108]], "forces_ev_per_angstrom": [[-2.72, 2.18, -0.37], [0.20, 0.21, -0.57], [-0.68, -0.02, 0.83], [1.57, -0.66, -0.08], [0.27, 0.30, 0.25], [-0.33, -0.21, -0.25], [-0.26, -0.57, 0.41], [0.50, 0.10, 0.34], [0.25, -0.30, -0.67], [1.75, -0.26, -0.70], [-1.09, 0.21, 1.39], [0.67, 0.07, -0.41], [0.06, -0.20, -0.05], [-0.18, 0.32, 0.26], [-0.46, -0.10, 0.14], [-0.40, -0.05, -0.51], [-0.33, -0.11, -0.16], [-0.05, 0.05, 0.08], [-0.05, 0.75, -1.30], [1.51, -0.99, 1.06], [-0.37, 0.36, -0.33], [0.13, -0.27, -0.12], [-0.64, -0.28, 0.06], [-0.17, 0.16, 0.30], [-0.14, -0.43, -0.07], [0.22, 0.63, -0.02], [-0.45, 0.06, 0.41], [0.06, 1.03, 0.27], [0.10, -0.25, -0.29], [-0.97, -0.96, 1.30], [-1.50, 0.82, -2.23], [0.93, -1.08, -0.16], [-0.77, -0.82, 0.20], [0.02, 0.08, 0.08], [0.25, 0.01, -0.24], [0.27, -0.17, 0.23], [-0.25, -0.07, 0.59], [0.30, 0.10, 0.10], [0.55, 0.20, -0.23], [-0.05, -0.03, 0.61], [1.12, -0.04, 0.27], [-0.49, 1.00, -0.10], [0.27, -0.06, -0.57], [0.16, 0.20, 0.24], [0.33, -0.16, -0.12], [-0.65, -0.91, 0.58], [-0.22, 1.18, 0.53], [-0.05, -0.67, 0.90], [-0.07, 0.07, -0.09], [0.95, 0.69, -1.00], [-0.12, 0.38, -0.20], [-0.28, 0.22, -0.07], [0.04, -0.32, -0.21], [0.26, 0.21, 0.09], [-0.38, 0.12, -0.04], [0.53, -0.16, 0.25], [0.06, -0.38, -0.03], [-0.17, 0.16, -0.18], [0.12, 0.11, -0.53], [-0.06, -0.45, 0.25], [-0.30, -0.03, -0.09], [0.68, 1.08, -1.05], [-1.54, 0.76, 3.52], [0.08, 0.70, -0.69], [-1.37, -0.73, 0.17], [1.08, -0.81, 0.16], [0.95, -0.36, -0.37], [-0.02, -0.12, -0.03], [-0.06, -0.30, 0.01], [0.23, 0.17, -0.05], [-0.13, 0.12, 0.31], [-0.19, -0.39, -0.24], [-0.30, 0.50, -0.25], [-0.28, 0.05, -0.03], [-0.29, 0.96, -0.08], [0.03, -0.02, 0.00], [1.32, -0.10, -0.12], [0.69, -0.76, -0.54], [0.75, 0.08, -0.62], [-1.32, -2.22, -1.46], [0.27, -0.02, 0.79], [1.09, -0.49, -0.21], [-0.14, 0.90, 0.13], [-0.39, -1.35, 0.68], [0.21, 0.37, 0.25], [-0.11, -0.26, -0.06], [-0.06, 0.14, -0.01], [0.03, 0.46, 0.14], [-0.23, -0.22, 0.33], [0.22, 0.37, -0.06], [-0.02, -0.50, -0.07], [-0.28, -0.10, 0.08], [0.21, -0.01, -0.11], [-1.01, 0.63, -1.26], [1.10, 0.39, 0.81], [0.05, -0.22, -1.08], [3.84, 1.75, 1.37], [-0.47, -0.60, -0.57], [0.11, -0.99, -0.58], [-0.50, 0.85, 0.11], [-2.21, -2.62, -0.87], [-1.00, 0.02, 0.03], [-0.16, -0.20, 0.39], [-0.14, -0.36, 1.03], [-0.56, -0.01, -0.38], [-0.28, 0.19, 0.31], [-0.05, 0.56, -0.10], [0.22, -0.28, 0.19], [0.09, 0.42, -0.50], [-0.08, 0.04, 0.17], [0.54, 0.42, 1.44], [0.58, 1.14, -0.99]], "lowdin_charge": [0.825, -0.076, -0.439, -0.340, 0.052, 0.048, 0.066, 0.083, 0.068, -0.108, -0.326, -0.071, 0.070, 0.084, 0.054, 0.094, 0.116, 0.082, -0.089, -0.329, -0.059, 0.056, 0.063, 0.067, 0.101, 0.113, 0.085, -0.044, -0.413, -0.175, -0.194, -0.129, 0.027, 0.081, 0.074, 0.077, 0.131, 0.115, 0.118, 0.081, 0.071, 0.096, 0.065, 0.054, -0.067, -0.394, -0.186, -0.179, -0.127, 0.039, 0.081, 0.073, 0.073, 0.138, 0.104, 0.109, 0.067, 0.092, 0.076, 0.058, 0.063, -0.010, -0.383, -0.144, -0.217, -0.064, -0.004, 0.081, 0.078, 0.073, 0.118, 0.133, 0.131, 0.074, 0.100, 0.099, 0.090, 0.101, -0.031, -0.364, -0.132, -0.278, -0.032, 0.016, 0.092, 0.094, 0.091, 0.154, 0.140, 0.147, 0.109, 0.093, 0.083, 0.129, 0.105, -0.012, -0.257, -0.205, -0.175, -0.046, 0.364, 0.087, 0.097, 0.099, 0.193, 0.112, 0.143, 0.101, 0.093, 0.070, 0.157, 0.163]}

No. 2
{"formula": "C26H72N6O10V2", "method": "ωB97M-V/def2-TZVPD", "charge": 2, "de_lowest_ev": 4.1121, "spin_multiplicity": 3, "e_tot_ha": -4002.04973, "s2": 2.185, "gap_ha": [0.19258, 0.21177], "elements": ["O", "V", "O", "V", "O", "H", "C", "C", "O", "H", "H", "H", "H", "H", "C", "C", "C", "O", "C", "N", "H", "H", "H", "H", "H", "H", "H", "H", "H", "H", "H", "C", "C", "C", "O", "C", "N", "H", "H", "H", "H", "H", "H", "H", "H", "H", "H", "H", "C", "C", "C", "O", "C", "N", "H", "H", "H", "H", "H", "H", "H", "H", "H", "H", "H", "C", "C", "C", "O", "C", "N", "H", "H", "H", "H", "H", "H", "H", "H", "H", "H", "H", "C", "C", "C", "O", "C", "N", "H", "H", "H", "H", "H", "H", "H", "H", "H", "H", "H", "C", "C", "C", "O", "C", "N", "H", "H", "H", "H", "H", "H", "H", "H", "H", "H", "H"], "coordinates": [[0.8222, 2.6051, 3.0694], [-0.4638, 1.5803, 3.2254], [-1.0450, 1.9666, -1.5722], [-1.6229, 2.1178, -0.0536], [-1.9171, 2.5740, 1.9771], [-1.9561, 3.5310, 2.1698], [2.3038, 0.7772, 0.3770], [0.9453, 0.0082, 0.4875], [-0.0487, 0.7949, 1.0416], [2.6773, 1.2456, 1.2875], [2.4854, 1.3297, -0.5449], [3.0180, -0.0440, 0.4377], [1.0514, -0.9304, 1.0315], [0.7973, -0.2499, -0.5611], [2.7138, 1.1763, 5.3888], [2.5665, 0.0500, 4.3520], [2.9717, -1.3703, 4.7894], [2.8967, -2.2514, 3.6576], [2.9895, -3.6427, 3.8688], [1.1173, -0.0194, 4.1039], [3.7451, 1.1080, 5.7349], [2.1664, 1.0770, 6.3261], [2.5479, 2.1843, 5.0085], [3.1103, 0.2400, 3.4267], [2.4835, -1.7948, 5.6667], [4.0118, -1.3544, 5.1151], [2.8070, -4.2802, 3.0037], [2.4050, -4.0697, 4.6838], [4.0046, -3.8839, 4.1845], [0.8722, -0.1436, 5.0758], [1.1061, -0.9684, 3.7584], [-1.1506, -2.1409, 3.6153], [-2.3390, -1.2633, 3.3199], [-3.6992, -1.7228, 3.8091], [-4.5743, -0.6797, 3.2736], [-5.9663, -1.0095, 3.2184], [-1.9354, 0.0591, 3.8629], [-0.9730, -2.3101, 4.6773], [-0.2493, -1.9866, 3.0220], [-1.3522, -3.1888, 3.3934], [-2.4355, -1.0970, 2.2470], [-3.7699, -1.7828, 4.8951], [-3.9592, -2.7076, 3.4209], [-6.3192, -1.1443, 4.2408], [-6.1219, -1.8770, 2.5770], [-6.5167, -0.1560, 2.8223], [-1.9587, -0.1625, 4.8480], [-2.7629, 0.6286, 3.7577], [1.2112, 1.8555, -3.8184], [1.3570, 3.2275, -3.2651], [2.4344, 4.0592, -4.0626], [2.7221, 5.4154, -3.6177], [3.5378, 6.1171, -4.5207], [0.0163, 3.8507, -3.3791], [2.1449, 1.3000, -3.7303], [1.0901, 1.9394, -4.8984], [0.3575, 1.3509, -3.3660], [1.6040, 3.1646, -2.2053], [2.1422, 3.9960, -5.1108], [3.4227, 3.6005, -4.0297], [3.6954, 7.1260, -4.1395], [3.1121, 6.3622, -5.4937], [4.5186, 5.6431, -4.5588], [-0.3397, 3.6300, -4.2981], [-0.0816, 4.8554, -3.4119], [-3.3957, 6.0930, -1.1093], [-2.3418, 4.8491, -1.1717], [-1.1250, 5.0835, -0.3356], [-0.2441, 3.9949, -0.0042], [1.1547, 4.4936, 0.2307], [-3.0669, 3.7452, -0.5080], [-3.8659, 6.3767, -0.1678], [-4.0973, 6.1205, -1.9431], [-2.7360, 6.9545, -1.2125], [-1.9589, 4.7137, -2.1832], [-1.4388, 5.5321, 0.6069], [-0.6217, 5.9442, -0.7760], [1.6875, 4.7966, -0.6706], [1.5667, 3.6857, 0.8355], [0.9002, 5.3473, 0.8587], [-3.3860, 4.0563, 0.3983], [-4.0128, 3.4960, -0.7597], [-0.9140, -2.2147, -3.5360], [0.3789, -1.5270, -3.7185], [1.6778, -2.2678, -3.2988], [2.6897, -1.3215, -3.4323], [3.8008, -1.6725, -2.6393], [0.4623, -1.3903, -5.1678], [-1.1292, -3.0654, -4.1826], [-1.6160, -1.4118, -3.7612], [-1.0594, -2.4971, -2.4934], [0.4465, -0.5530, -3.2340], [1.9788, -3.1355, -3.8859], [1.5023, -2.6447, -2.2912], [3.6478, -1.5056, -1.5731], [4.6714, -1.0327, -2.7836], [4.1688, -2.6746, -2.8593], [1.2820, -0.8054, -5.2448], [0.8089, -2.2821, -5.4913], [-2.6034, -7.5198, -1.3251], [-2.0143, -6.1513, -1.6812], [-1.2813, -5.6134, -0.4821], [-0.8081, -4.3237, -0.8008], [-0.4106, -3.6745, 0.3670], [-1.2049, -6.3403, -2.9053], [-1.8756, -8.3113, -1.5040], [-3.3421, -7.5818, -2.1242], [-3.1600, -7.6378, -0.3954], [-2.7304, -5.4127, -2.0417], [-0.5144, -6.2640, -0.0617], [-1.9782, -5.6841, 0.3531], [0.3714, -4.1022, 0.9944], [-1.2876, -3.6533, 1.0140], [-0.2240, -2.6075, 0.2454], [-0.5607, -5.5632, -2.9399], [-0.6151, -7.1557, -2.8203]], "forces_ev_per_angstrom": [[-3.87, -2.34, 1.25], [5.51, 1.20, -4.79], [-2.12, -0.41, 4.11], [4.41, 0.51, -3.18], [0.60, -0.29, 0.96], [0.04, -0.65, -0.05], [0.41, -1.94, 1.06], [2.08, 1.12, -0.53], [-3.74, 1.95, 1.17], [-0.76, 0.91, 0.03], [-0.29, 0.15, 0.25], [0.40, -0.28, -0.88], [0.17, 0.00, 0.23], [-0.91, -0.18, -0.10], [1.99, -0.54, 0.18], [-0.19, 0.70, 0.62], [1.88, -0.57, -0.01], [-1.46, 0.87, -0.44], [1.26, -0.84, 1.16], [-0.81, -0.03, -0.22], [0.23, 0.47, 0.02], [-0.55, -0.45, -0.20], [-0.04, -0.26, -0.30], [-0.04, 0.28, 0.05], [-0.84, 0.18, 0.00], [0.35, 0.24, -0.03], [-0.25, 0.83, -0.42], [-0.68, 0.54, 0.15], [0.34, 0.02, -0.10], [-1.05, -0.11, 0.31], [-1.14, -0.25, -0.79], [-0.40, -2.49, -0.08], [1.40, -0.28, -1.13], [-0.71, 1.38, -0.67], [0.63, -0.67, 0.29], [0.30, 0.21, 0.50], [-0.97, 0.54, 0.77], [0.39, 0.89, 0.30], [-0.20, 0.57, 0.22], [-0.51, -0.14, -0.54], [0.02, -0.30, -0.11], [-0.03, 0.15, 0.26], [0.08, -0.01, -0.27], [-0.24, -0.43, -0.06], [-0.14, -0.10, 0.17], [0.29, 0.00, -0.16], [0.42, 0.43, 0.77], [-0.78, 0.46, -0.13], [0.80, -0.30, -0.77], [0.14, 2.66, -0.11], [0.79, -0.17, 0.54], [-1.94, -0.97, -0.03], [0.53, 0.89, 0.37], [-0.61, -0.03, -0.27], [-0.14, -0.30, 0.42], [-0.47, -0.13, -0.16], [0.28, 0.05, -0.17], [0.16, 0.16, 0.10], [-0.26, 0.51, -0.22], [0.02, -0.74, 0.12], [0.05, -0.11, 0.58], [-0.23, -0.90, -0.31], [0.07, -0.09, -0.52], [-0.19, -0.54, -0.23], [1.10, 0.45, 0.43], [2.76, 0.30, -0.59], [-2.48, 1.29, 0.65], [0.49, 1.86, 1.17], [-0.78, -0.04, -1.34], [-2.05, -0.45, 1.05], [0.33, -2.50, 0.90], [-0.17, -1.05, 0.29], [0.08, -0.33, 0.16], [-0.09, 0.38, -0.57], [-0.84, -0.91, -0.09], [-0.28, -0.10, 0.60], [0.62, -0.37, -0.41], [-0.24, -0.37, -0.08], [0.49, 0.28, -0.34], [0.93, 0.18, 0.14], [0.81, 0.72, 0.81], [-0.08, -0.14, -1.87], [-1.16, 0.34, 1.70], [1.65, -1.99, -1.37], [-1.57, 0.10, 0.57], [1.14, 0.57, 0.86], [1.07, 0.42, 0.11], [0.72, 1.54, -0.27], [0.36, 0.08, -0.04], [-0.53, -0.35, -0.11], [-0.22, -0.27, 0.08], [-0.30, -0.16, 0.01], [-0.58, -0.30, -0.38], [0.53, 0.16, 0.66], [-0.66, -0.55, 0.27], [-0.23, 0.37, -0.85], [-0.27, -0.27, 0.19], [0.26, 0.41, -0.91], [-0.25, -0.29, -0.41], [-1.07, 0.63, -1.54], [1.07, -0.99, -0.16], [-0.36, -0.41, -0.21], [0.76, 0.02, 0.63], [-1.20, 0.96, 0.97], [0.20, 0.23, 0.54], [0.00, 0.02, 0.37], [-0.22, -0.85, 0.05], [0.40, 0.22, 0.15], [-0.53, -0.04, 0.74], [0.77, -0.21, -0.70], [-0.60, 1.06, 0.25], [0.47, -0.47, -0.51], [-0.31, -0.12, 0.49], [0.43, -0.09, -0.76], [0.12, 0.30, -0.35], [0.07, -0.30, 0.06]], "lowdin_charge": [-0.274, 1.119, -0.224, 1.144, -0.419, 0.031, -0.050, -0.352, -0.364, 0.056, 0.075, 0.065, 0.089, 0.103, -0.037, -0.359, -0.164, -0.194, -0.097, 0.021, 0.091, 0.090, 0.073, 0.144, 0.137, 0.137, 0.091, 0.088, 0.092, 0.085, 0.042, -0.057, -0.377, -0.134, -0.222, -0.070, -0.015, 0.101, 0.067, 0.089, 0.146, 0.138, 0.140, 0.094, 0.095, 0.092, 0.108, 0.083, -0.078, -0.404, -0.154, -0.203, -0.126, 0.039, 0.089, 0.098, 0.051, 0.103, 0.123, 0.122, 0.088, 0.092, 0.092, 0.083, 0.074, -0.002, -0.323, -0.220, -0.277, 0.046, 0.001, 0.084, 0.088, 0.078, 0.126, 0.134, 0.144, 0.100, 0.078, 0.100, 0.094, 0.126, -0.065, -0.445, -0.213, -0.188, -0.104, 0.050, 0.093, 0.083, 0.057, 0.098, 0.134, 0.113, 0.071, 0.090, 0.096, 0.057, 0.077, -0.054, -0.428, -0.230, -0.172, -0.132, 0.047, 0.082, 0.083, 0.080, 0.139, 0.136, 0.117, 0.094, 0.068, 0.065, 0.051, 0.066]}

charge of number 2 (C26H72N6O10V2)?
+2